Record 1
A cluster of 2 separate species, C5H11O2 in total at a distorted geometry. Source: the Open Molecules 2025 dataset; level of theory: wB97M-V/def2-TZVPD.

Geometry as XYZ:
```
18
Properties=species:S:1:pos:R:3
O -0.516 1.874 0.025
H -3.015 -0.240 0.645
H 2.541 -1.214 1.835
H -2.312 1.227 -1.803
C 2.868 -1.186 0.816
H -1.608 -0.424 -1.934
H 3.940 -1.036 0.679
H 1.618 -0.566 -0.831
H 2.683 -2.268 0.499
H 1.316 0.448 0.475
O -1.896 1.760 1.818
H -3.262 -0.043 -1.551
H -1.489 -0.697 0.316
C -2.143 0.117 0.144
C -2.281 0.239 -1.356
C -1.454 1.422 0.669
H 2.847 0.690 -0.441
C 2.163 -0.104 -0.006
```

Results
Max |F| = 3.93 eV/Å
ΔE to the lowest compared entry with this formula, charge and spin = 24.2 kcal/mol
E_LUMO = 3.805 eV
Electronic energy = -347.6111 Eh
Net charge = -1

Record 2
A cluster of 6 separate species, C12H39O15P3 in total at a distorted geometry. Source: the Open Molecules 2025 dataset; level of theory: wB97M-V/def2-TZVPD.

Geometry as XYZ:
```
69
Properties=species:S:1:pos:R:3
C -2.458 -4.281 -3.034
H -1.638 -4.988 -3.160
O 1.128 -3.350 -4.098
H -3.047 6.522 1.056
H 4.360 -5.852 -2.379
C 1.826 -2.160 -4.424
H 1.029 -4.634 -0.149
H -5.025 -0.789 -0.765
H -0.808 4.775 3.523
O 3.071 -4.472 -3.021
C 3.847 -4.999 -1.938
H 2.166 1.874 0.458
H 1.108 -1.443 -4.827
C 1.158 1.452 0.510
O -2.656 -1.430 -2.147
C -0.494 -1.893 2.814
H 2.595 -2.348 -5.172
H -6.183 -2.054 -0.354
C -2.590 7.043 1.899
H -0.641 3.146 2.927
C -1.243 4.052 2.824
O 0.935 5.726 1.782
O -0.450 5.989 -0.404
H -0.248 -3.457 -0.401
O -4.609 -2.797 -1.432
O 3.999 3.336 4.138
O 1.433 -3.163 -1.609
C 4.612 2.189 3.576
H -0.853 -0.797 -2.948
H -1.390 -1.969 3.436
H 4.555 -4.291 -1.524
H -3.009 6.692 2.840
H 0.516 -0.361 0.631
H -2.295 -3.408 -3.661
H 0.899 1.464 1.580
H 1.212 -2.966 0.424
H -0.208 -2.919 2.577
H -0.742 -1.109 -1.264
H 2.956 5.188 1.596
H 3.073 3.181 4.340
P -3.050 -2.577 -1.119
H -6.051 -1.438 -2.008
C -1.433 -0.732 -2.020
P -0.471 5.805 1.060
O 0.702 -5.432 -2.637
H 2.287 -1.653 -3.574
H 0.474 2.159 0.027
C -5.481 -1.716 -1.118
O -2.757 -2.300 0.295
H 4.177 1.920 2.606
O -1.171 6.950 1.888
H 1.736 3.883 1.747
H 4.572 1.308 4.221
H -1.545 0.341 -1.860
H 3.199 -5.412 -1.165
C 1.965 4.856 1.303
O 1.152 0.119 0.058
H 5.642 2.490 3.386
O -2.393 -3.926 -1.634
O -1.237 4.454 1.466
P 1.512 -4.223 -2.824
C 0.833 -3.588 -0.388
H -2.863 8.090 1.761
H 0.258 -1.324 3.354
H -2.239 3.861 3.226
H -1.512 -1.453 1.149
O -0.712 -1.133 1.632
H 1.904 4.762 0.217
H -3.394 -4.784 -3.267
```

Results
Max |F| = 1.93 eV/Å
ΔE to the lowest compared entry with this formula, charge and spin = 11.9 kcal/mol
E_LUMO = 0.409 eV
Electronic energy = -2633.5072 Eh

Record 3
A structure of composition C14H14F3N9Pd at a distorted geometry. Source: the Open Molecules 2025 dataset; level of theory: wB97M-V/def2-TZVPD.

Geometry as XYZ:
```
41
Properties=species:S:1:pos:R:3
C -2.574 -1.471 1.374
N 0.737 1.569 -2.201
N 0.610 4.681 -0.285
H 0.845 0.267 -3.904
H 0.587 5.531 -0.827
H -1.242 -1.407 -0.304
C -2.057 0.109 3.088
H -2.245 0.570 4.047
C -1.495 -0.997 0.661
C 1.608 -2.199 -1.216
C 0.581 2.427 -4.241
H 0.361 4.413 -3.533
C 0.745 4.621 1.084
F -3.863 -2.736 3.670
N 2.949 -5.334 -1.852
H 3.010 -5.209 -2.849
H 2.680 -5.314 0.673
N 1.149 -1.201 -0.834
N 0.661 2.567 0.247
H 0.809 5.505 1.692
Pd 0.792 0.636 -0.213
H 0.527 2.617 -5.298
H -0.362 1.334 2.653
H 2.006 -3.735 0.772
C 2.464 -4.338 -1.121
C -4.035 -1.437 3.407
H -3.183 -2.265 0.965
N 2.384 -4.474 0.206
F -4.174 -0.786 4.560
N 0.488 3.438 -3.313
C 0.794 3.304 1.405
F -5.161 -1.300 2.702
N -0.715 -0.001 1.119
C -0.998 0.536 2.309
C 0.586 3.429 -0.757
H 3.248 -6.206 -1.453
N 2.086 -3.241 -1.780
C 0.590 2.879 -2.096
C -2.856 -0.911 2.611
C 0.739 1.272 -3.537
H 0.925 2.856 2.372
```

Results
Max |F| = 1.39 eV/Å
E_LUMO = -6.807 eV
Electronic energy = -1461.7560 Eh
Net charge = +2

Record 4
A cluster of 2 separate species, C3H2O3 in total at a distorted geometry. Source: the Open Molecules 2025 dataset; level of theory: wB97M-V/def2-TZVPD.

Geometry as XYZ:
```
8
Properties=species:S:1:pos:R:3
H 1.124 0.444 -0.158
O -3.432 -1.173 -0.387
H -0.495 -0.600 0.099
C 0.097 0.393 -0.019
C -0.610 1.607 0.278
O -0.634 1.210 -0.922
C -3.239 -0.122 0.056
O -3.054 0.951 0.478
```

Results
Max |F| = 4.49 eV/Å
ΔE to the lowest compared entry with this formula, charge and spin = 71.6 kcal/mol
E_LUMO = 0.582 eV
Electronic energy = -341.1227 Eh

Record 5
A cluster of 2 separate species, C12H12Cl4O4 in total at a distorted geometry. Source: the Open Molecules 2025 dataset; level of theory: wB97M-V/def2-TZVPD.

Geometry as XYZ:
```
32
Properties=species:S:1:pos:R:3
H -0.190 0.126 -1.882
C -3.077 -3.414 -0.424
H 0.979 1.602 -1.478
O 2.151 -2.348 0.767
C 1.867 3.070 0.654
C 2.649 -0.007 0.288
C -4.537 -3.485 -0.025
H 1.334 2.334 1.346
C 0.446 0.667 -1.105
C 1.332 -0.276 -0.179
H -0.621 0.944 1.168
C 3.076 -1.322 1.134
C -0.765 1.218 0.005
H -5.026 -4.367 -0.444
O -0.264 -2.187 0.506
C 0.901 -1.727 0.402
C -1.389 2.733 -0.362
C 3.637 1.212 0.087
O -2.163 1.352 -0.565
H -2.616 -2.481 -0.097
Cl 5.376 0.777 -0.352
Cl 4.645 3.845 -0.089
Cl -2.853 -3.553 -2.186
H 1.252 3.327 -0.292
O 4.060 -1.333 1.898
C 3.328 2.591 0.228
H -2.528 -4.242 0.031
H -4.623 -3.532 1.063
Cl -5.449 -2.047 -0.551
H -1.178 3.198 -1.378
H 1.972 4.063 1.245
H -1.728 3.262 0.586
```

Results
Max |F| = 6.12 eV/Å
E_LUMO = -1.513 eV
Electronic energy = -2605.9745 Eh

Record 6
A structure of composition C35H32AsBrIrN5O4 at a distorted geometry. Source: the Open Molecules 2025 dataset; level of theory: wB97M-V/def2-TZVPD.

Geometry as XYZ:
```
79
Properties=species:S:1:pos:R:3
H -4.494 -2.463 -0.334
H -0.726 -2.865 -6.506
C -3.860 1.050 -1.637
C 1.938 2.329 5.568
H -1.926 -0.939 2.439
C 2.158 4.547 -2.207
C -3.679 -4.368 0.245
H 3.644 -0.585 5.704
C -2.370 -2.386 -0.080
O -1.407 2.085 0.886
N -1.166 -1.191 -4.189
H 2.254 5.263 -3.012
O 0.142 0.731 -0.725
C 2.603 3.242 -2.368
C 1.663 -2.526 2.675
C 1.413 -2.889 -6.246
C 2.510 -2.476 -5.480
C 0.128 -2.394 0.127
C -3.355 1.670 -0.492
H 1.003 -0.028 -2.272
C 0.981 3.427 3.542
C -2.167 2.924 1.767
N 1.905 2.704 -0.165
H 0.161 -1.747 -0.746
N 1.945 1.220 3.459
C 1.617 2.260 4.225
H 3.194 -1.347 -3.769
H -2.581 3.775 1.225
C -3.038 0.376 -2.500
H 1.589 -3.505 -7.116
H 2.968 -0.562 3.319
H -2.960 2.355 2.254
C 2.471 2.352 -1.316
H 1.641 3.200 6.135
H -2.111 -1.357 -4.494
O 0.351 5.360 1.531
C -1.116 0.868 -1.059
H -3.469 -0.088 -3.377
H 3.502 -2.797 -5.768
N 0.533 -0.518 -3.025
C -1.199 -3.086 0.210
C -0.801 -0.458 -3.126
H 2.936 1.307 7.172
C 1.055 -1.303 -4.042
As 0.520 -1.260 1.719
C -0.040 -1.734 -4.796
H -2.310 -1.330 -0.306
C -2.526 -5.067 0.569
C -1.065 -1.478 2.829
H 3.064 2.914 -3.288
H -0.393 -4.992 0.783
H 2.844 1.338 -1.386
Ir 1.000 1.274 1.339
Br -5.721 1.109 -1.978
O 0.581 4.388 4.139
C 1.595 4.914 -0.995
H -2.584 -6.115 0.830
C 1.471 3.952 -0.009
H 1.267 -3.525 2.494
C 0.119 -2.534 -5.918
H -1.475 3.291 2.517
H 0.947 -3.110 0.050
C 2.669 0.233 3.986
C -1.663 0.281 -2.237
C -3.600 -3.020 -0.080
N 1.040 3.241 2.181
C -1.293 -4.433 0.550
H -0.843 -1.112 3.831
H 1.638 -2.325 3.744
H 2.694 -2.491 2.326
H -4.637 -4.870 0.242
C -2.015 1.579 -0.210
C 2.661 1.286 6.127
H -1.299 -2.541 2.881
C 2.353 -1.674 -4.365
H -4.036 2.199 0.160
C 0.862 4.298 1.313
C 3.050 0.230 5.316
H 1.243 5.915 -0.790
```

Results
Max |F| = 2.10 eV/Å
ΔE to the lowest compared entry with this formula, charge and spin = 61.3 kcal/mol
E_LUMO (alpha / beta) = -7.345 / -7.230 eV
Electronic energy = -6841.3001 Eh
Net charge = +2